# 1
The following is a DFT calculation (the ωB97M-V functional and the def2-TZVPD basis) of a 2-piece molecular cluster, C5H11Cl2 overall in a non-equilibrium geometry.

Computed properties:
2S+1 = 2
charge = 0
HOMO energy (spin up / spin down) = -0.2896 / -0.4043 hartree
ΔE to the lowest compared entry with this formula, charge and spin = 161.1 kJ/mol
Kohn-Sham gap (spin up / spin down) = 6.54 / 9.66 eV

Atoms and positions in Å:
Cl1 -0.125 -1.002 -0.312
Cl2 1.576 -0.386 0.626
C1 -4.926 2.223 2.465
C2 -4.276 0.882 2.689
C3 -2.899 0.621 2.032
C4 -2.555 -0.829 2.376
C5 -1.773 1.348 2.570
H1 -5.946 2.287 2.865
H2 -4.404 3.039 2.955
H3 -5.040 2.521 1.419
H4 -4.215 0.709 3.757
H5 -4.996 0.172 2.312
H6 -3.025 0.790 0.968
H7 -1.627 -1.119 1.886
H8 -2.527 -0.903 3.465
H9 -3.263 -1.550 1.978
H10 -1.607 1.164 3.643
H11 -1.284 2.187 2.090

Mulliken population analysis, charges in e, atoms 1 to 5: atom 1 (Cl): -0.034, atom 2 (Cl): -0.002, atom 3 (C): -1.325, atom 4 (C): -0.520, atom 5 (C): 0.680

=====

# 2
The following is a DFT calculation (the ωB97M-V functional and the def2-TZVPD basis) of a single C5H11Cl3Si molecule in a non-equilibrium geometry.

Computed properties:
charge = 0
HOMO energy = -0.3959 hartree
ΔE to the lowest compared entry with this formula, charge and spin = 16.9 kJ/mol
Kohn-Sham gap = 11.35 eV

Atoms and positions in Å:
C1 -1.357 -1.409 1.299
C2 -0.052 -1.546 0.447
C3 0.524 -0.161 0.049
C4 1.747 -0.467 -0.799
C5 -0.529 0.617 -0.699
Si1 -0.211 2.413 -0.417
Cl1 0.726 2.633 1.390
Cl2 0.971 3.272 -1.960
Cl3 -1.967 3.453 -0.321
H1 -1.680 -0.406 1.559
H2 -2.280 -1.854 0.860
H3 -1.208 -1.808 2.310
H4 -0.318 -2.139 -0.414
H5 0.703 -2.075 1.053
H6 0.786 0.427 0.975
H7 2.031 -1.550 -0.741
H8 1.480 -0.334 -1.824
H9 2.642 0.199 -0.624
H10 -1.551 0.286 -0.403
H11 -0.457 0.449 -1.738

Mulliken population analysis, charges in e, atoms 1 to 5: atom 1 (C): -1.215, atom 2 (C): -1.005, atom 3 (C): 0.876, atom 4 (C): -1.493, atom 5 (C): -0.951

=====

# 3
The following is a DFT calculation (the ωB97M-V functional and the def2-TZVPD basis) of C5H11Cl4NO2 as an isolated structure in a non-equilibrium geometry.

Computed properties:
charge = 0
HOMO energy = -0.3560 hartree
ΔE to the lowest compared entry with this formula, charge and spin = 417.9 kJ/mol
Kohn-Sham gap = 9.57 eV

Atoms and positions in Å:
Cl1 2.021 -1.404 0.180
C1 2.238 -1.247 -1.543
C2 0.892 -1.321 -2.356
Cl2 0.454 -3.061 -2.688
H1 2.948 -2.033 -1.801
H2 2.790 -0.327 -1.736
H3 0.949 -0.702 -3.252
H4 0.083 -0.872 -1.780
Cl3 0.511 0.493 2.245
C3 0.288 0.581 0.524
C4 0.577 1.994 -0.023
Cl4 0.214 2.119 -1.774
H5 -0.721 0.267 0.258
H6 0.994 -0.138 0.107
H7 1.621 2.246 0.164
H8 -0.079 2.651 0.548
C5 -1.843 0.128 2.393
N1 -2.714 0.096 1.187
O1 -2.378 0.751 0.178
O2 -3.750 -0.614 1.273
H9 -1.797 1.178 2.681
H10 -0.912 -0.339 2.069
H11 -2.387 -0.446 3.144

Mulliken population analysis, charges in e, atoms 1 to 5: atom 1 (Cl): -0.183, atom 2 (C): -0.521, atom 3 (C): -0.045, atom 4 (Cl): -0.206, atom 5 (H): 0.447

=====

# 4
The following is a DFT calculation (the ωB97M-V functional and the def2-TZVPD basis) of a single C5H11ClN2 molecule in a non-equilibrium geometry.

Computed properties:
charge = 0
HOMO energy = -0.3321 hartree
ΔE to the lowest compared entry with this formula, charge and spin = 127.9 kJ/mol
Kohn-Sham gap = 9.97 eV

Atoms and positions in Å:
C1 -1.420 -1.066 -0.850
N1 -0.263 -0.244 -0.448
C2 -0.396 1.156 -0.919
C3 0.826 1.842 -0.290
N2 0.925 1.153 0.973
C4 0.109 -0.006 0.921
C5 0.681 -1.202 1.628
Cl1 -1.599 0.311 1.806
H1 -2.040 -0.996 -0.047
H2 -1.904 -0.663 -1.809
H3 -1.333 -2.112 -1.092
H4 -1.196 1.653 -0.496
H5 -0.426 1.050 -2.051
H6 1.514 1.743 -1.123
H7 0.600 2.802 -0.037
H8 1.847 0.801 1.277
H9 0.177 -2.206 1.486
H10 0.703 -1.018 2.617
H11 1.608 -1.363 1.240

Mulliken population analysis, charges in e, atoms 1 to 5: atom 1 (C): -0.833, atom 2 (N): -0.221, atom 3 (C): -0.704, atom 4 (C): -0.585, atom 5 (N): -0.297

=====

# 5
The following is a DFT calculation (the ωB97M-V functional and the def2-TZVPD basis) of a single C5H11ClNP molecule in a non-equilibrium geometry.

Computed properties:
charge = 0
HOMO energy (spin up / spin down) = -0.2837 / -0.2402 hartree
ΔE to the lowest compared entry with this formula, charge and spin = 353.3 kJ/mol
Kohn-Sham gap (spin up / spin down) = 8.54 / 6.99 eV

Atoms and positions in Å:
C1 -1.003 -1.742 0.295
C2 -0.161 -1.963 -0.844
C3 -0.319 -0.646 1.330
C4 1.123 0.689 -0.127
C5 1.424 1.504 -1.390
N1 -0.020 0.569 0.634
P1 -1.061 2.032 0.694
Cl1 2.606 0.068 0.532
H1 -1.967 -1.439 -0.138
H2 -1.045 -2.674 0.895
H3 0.623 -2.708 -1.009
H4 -0.053 -1.140 -1.670
H5 -1.029 -0.393 2.146
H6 0.549 -1.154 1.629
H7 2.291 1.242 -1.805
H8 1.467 2.571 -0.914
H9 0.585 1.521 -2.078
H10 -1.785 1.994 1.890
H11 -2.225 1.667 -0.073

Mulliken population analysis, charges in e, atoms 1 to 5: atom 1 (C): -0.115, atom 2 (C): -0.845, atom 3 (C): -0.859, atom 4 (C): 0.542, atom 5 (C): -1.455

=====

# 6
The following is a DFT calculation (the ωB97M-V functional and the def2-TZVPD basis) of a single C5H11ClOSi molecule in a non-equilibrium geometry.

Computed properties:
charge = 0
HOMO energy = -0.3703 hartree
ΔE to the lowest compared entry with this formula, charge and spin = 286.5 kJ/mol
Kohn-Sham gap = 10.72 eV

Atoms and positions in Å:
C1 2.384 0.402 0.319
C2 1.465 -0.488 0.689
C3 0.125 -0.555 0.140
C4 0.048 -0.135 -1.333
C5 -0.572 -1.929 0.428
Cl1 -2.272 -1.981 -0.102
O1 -0.669 0.587 1.035
Si1 -1.644 1.762 0.651
H1 3.186 0.524 0.972
H2 2.219 1.270 -0.392
H3 1.504 -0.948 1.727
H4 0.576 -0.925 -1.867
H5 0.373 0.894 -1.396
H6 -0.935 -0.367 -1.546
H7 -0.635 -2.080 1.582
H8 -0.024 -2.821 0.139
H9 -1.710 2.372 2.130
H10 -2.944 1.144 0.151
H11 -1.133 2.981 -0.366

Mulliken population analysis, charges in e, atoms 1 to 5: atom 1 (C): -0.695, atom 2 (C): -0.507, atom 3 (C): 1.238, atom 4 (C): -1.799, atom 5 (C): -0.619